23
Properties=species:S:1:pos:R:3 method="wB97M-V/def2-TZVPD" lumo_ev=-0.3 fmax_ev_per_a=12.2
C 0.40729 2.33775 -3.21747
C 0.31196 1.26722 -2.06689
C 0.69745 0.14034 -2.47348
C 0.66275 -0.77936 -1.40228
C 0.25502 -0.29636 -0.07861
C 0.10172 0.95101 0.11018
S -0.37951 1.74270 1.51411
C -1.10617 0.55141 2.44377
C -2.10495 -0.05802 1.62109
N -2.66899 -0.65752 0.76150
N 0.10907 1.61662 -0.86513
C 0.55809 -1.40250 0.85236
O 0.85013 -1.61961 2.04572
O 0.94061 -2.71488 -0.06230
C 0.84523 -2.38627 -1.38419
H 1.11171 3.00702 -3.23274
H -0.36185 2.91509 -3.29964
H 0.50116 1.78013 -4.28356
H 0.59579 -0.45354 -3.55104
H -0.58587 -0.39417 2.97246
H -1.67099 1.00218 3.21497
H 1.82575 -2.61234 -1.71573
H 0.20903 -3.11065 -1.83625